57
Properties=species:S:1:pos:R:3 method="wB97M-V/def2-TZVPD" orbital_gap_ev=6.74 energy_ev=-50755.4869 e_lumo_ev=0.36 e_homo_ev=-6.4
Ca -0.15 0.24 0.24
C 1.86 0.30 1.75
C 0.81 -0.02 2.63
C 0.71 -1.43 2.69
C 1.69 -1.98 1.84
C 2.40 -0.91 1.25
C 3.61 -1.00 0.36
C 1.86 -3.45 1.60
C -0.26 -2.22 3.52
C 0.03 0.98 3.45
C 2.52 1.65 1.64
H 4.49 -0.54 0.83
H 3.49 -0.48 -0.60
H 3.88 -2.03 0.14
H 2.27 -3.99 2.47
H 2.54 -3.66 0.77
H 0.91 -3.95 1.37
H 0.17 -2.54 4.48
H -0.60 -3.13 3.01
H -1.16 -1.64 3.77
H 0.52 1.23 4.40
H -0.97 0.63 3.70
H -0.10 1.94 2.93
H 2.92 1.86 0.65
H 3.36 1.74 2.34
H 1.83 2.46 1.86
O -0.09 2.22 -0.37
C -0.92 3.23 -0.32
C -0.48 4.50 0.11
C -1.34 5.57 0.19
C -2.70 5.43 -0.15
C -3.14 4.19 -0.56
C -2.28 3.09 -0.66
C -2.82 1.80 -1.13
N -2.31 0.58 -0.98
C -3.22 -0.29 -1.57
C -4.25 0.40 -2.10
N -3.99 1.72 -1.81
H 0.57 4.60 0.37
H -0.97 6.53 0.52
H -3.38 6.26 -0.07
H -4.19 4.07 -0.78
H -3.05 -1.36 -1.58
H -5.13 0.08 -2.64
H -4.54 2.51 -2.09
C 0.94 -2.90 -1.63
C -0.31 -3.03 -0.82
N -0.82 -2.10 -0.04
C -1.95 -2.67 0.53
C -2.12 -3.94 0.07
N -1.05 -4.15 -0.78
H 1.57 -2.12 -1.21
H 0.72 -2.69 -2.67
H 1.53 -3.82 -1.57
H -2.57 -2.14 1.23
H -2.85 -4.69 0.28
H -0.83 -5.00 -1.27